A molecular structure, C23H38AsFN3NiOSSi3 in a non-equilibrium geometry. Source: the Open Molecules 2025 dataset; level of theory: the ωB97M-V functional and the def2-TZVPD basis.

XYZ file:
```
72
Properties=species:S:1:pos:R:3:forces:R:3
Ni -1.9394 -0.3575 -0.2204 -1.090 -0.074 0.262
N -2.4470 -4.0228 2.0050 0.008 0.018 0.023
C -2.4148 -2.7423 1.4792 -0.005 0.000 0.100
S -2.3680 -2.5854 -0.2386 0.045 0.224 -0.099
N -2.4158 -1.7711 2.3389 0.012 -0.029 -0.047
N -2.3295 -0.5203 1.7375 0.198 0.040 -0.149
C -2.5249 0.4534 2.5485 -0.055 -0.015 -0.063
C -2.4681 1.8573 2.2228 0.022 -0.016 0.009
C -2.6592 2.7650 3.2755 0.008 0.036 0.008
C -2.6037 4.1284 3.0920 0.005 -0.027 0.006
C -2.3564 4.6098 1.7991 0.006 0.027 -0.020
C -2.1732 3.7513 0.7439 -0.003 0.004 -0.001
C -2.2111 2.3374 0.9057 0.009 0.002 -0.005
O -2.0068 1.5910 -0.1196 0.073 -0.108 -0.004
H -2.8012 -4.7228 1.3754 -0.005 -0.001 -0.007
H -2.8097 -4.0664 2.9451 0.002 -0.011 -0.006
H -2.7482 0.1907 3.5829 -0.005 -0.004 0.007
H -2.8501 2.3613 4.2653 0.003 -0.003 -0.001
H -2.7479 4.8085 3.9209 0.000 -0.004 0.001
H -2.3062 5.6796 1.6256 -0.004 -0.004 0.002
H -1.9799 4.1230 -0.2552 0.006 -0.009 0.000
F -3.0102 0.0955 -6.1986 0.000 0.001 -0.014
C -2.7345 -0.0181 -4.8648 -0.016 0.020 -0.012
C -3.3716 0.8225 -3.9761 0.014 -0.010 -0.021
C -3.0799 0.7006 -2.6217 0.053 -0.009 -0.043
C -2.1712 -0.2459 -2.1274 0.040 0.075 -0.106
C -1.5682 -1.0680 -3.0806 0.016 -0.026 0.005
C -1.8306 -0.9669 -4.4465 0.011 0.006 0.011
H -4.0763 1.5579 -4.3456 -0.002 -0.002 0.003
H -3.5637 1.3784 -1.9291 -0.002 -0.003 0.007
H -0.8598 -1.8241 -2.7604 0.028 -0.059 0.043
H -1.3474 -1.6101 -5.1724 -0.001 -0.003 0.003
C 3.5425 1.4422 -1.1644 -0.002 0.013 -0.045
Si 1.8090 0.8799 -1.6428 -0.128 -0.044 0.002
C 0.7385 2.3893 -1.9433 0.078 -0.040 -0.088
C 1.9536 -0.0871 -3.2475 0.061 0.024 0.002
As 0.6861 -0.4553 -0.0627 0.567 -0.033 0.189
Si 1.7882 -2.5305 -0.2115 0.006 0.079 -0.059
C 3.6132 -2.4342 -0.6890 -0.021 -0.078 0.000
C 0.9956 -3.6061 -1.5291 0.095 -0.047 0.053
C 1.6406 -3.3908 1.4520 0.028 -0.025 -0.039
Si 1.5654 0.3793 1.9670 -0.045 -0.067 -0.108
C 1.2189 2.2241 2.0130 0.048 0.000 0.080
C 3.4203 0.1511 2.2541 -0.027 0.104 0.018
C 0.7047 -0.4459 3.4212 0.006 0.061 0.021
H 3.9751 1.9718 -2.0202 0.023 0.003 0.028
H 4.2008 0.6093 -0.9125 -0.018 -0.032 -0.009
H 3.5286 2.1333 -0.3200 -0.026 -0.003 0.027
H 0.9754 2.8103 -2.9259 -0.010 0.018 0.013
H 0.9037 3.1687 -1.1962 -0.038 -0.030 0.044
H -0.3188 2.1153 -1.9223 0.007 0.004 0.016
H 2.4936 0.5293 -3.9737 -0.028 -0.036 -0.035
H 0.9703 -0.3219 -3.6566 -0.025 0.041 0.014
H 2.5034 -1.0228 -3.1269 -0.015 0.042 -0.008
H 3.7278 -2.0318 -1.6979 0.020 -0.008 0.051
H 4.0313 -3.4467 -0.6896 0.006 0.012 -0.002
H 4.2121 -1.8245 -0.0142 -0.001 0.044 0.052
H 1.1846 -3.2164 -2.5317 -0.024 0.024 -0.009
H -0.0789 -3.7163 -1.3859 -0.005 0.058 0.027
H 1.4535 -4.5994 -1.4631 0.004 0.000 -0.053
H 2.3634 -2.9915 2.1673 -0.023 0.016 0.023
H 1.8459 -4.4581 1.3241 0.016 0.008 0.029
H 0.6398 -3.2907 1.8773 -0.025 0.015 -0.036
H 1.4660 2.7316 1.0791 0.051 -0.039 -0.014
H 1.8240 2.6686 2.8108 -0.044 0.040 -0.005
H 0.1688 2.4301 2.2249 -0.019 -0.017 0.008
H 3.9992 0.9278 1.7520 0.013 -0.014 -0.047
H 3.8009 -0.8154 1.9288 -0.036 -0.083 -0.001
H 3.6089 0.2371 3.3295 0.013 0.020 -0.008
H -0.3368 -0.7038 3.2259 0.136 -0.021 -0.007
H 0.7284 0.2541 4.2640 0.009 -0.028 0.016
H 1.2268 -1.3539 3.7293 0.001 -0.021 -0.031
```
Positions in Å, forces in eV/Å.

Calculated values
Net charge = -1
LUMO (alpha / beta) = 2.8 / 2.8 eV

Atomic partial charges in e from the Löwdin method, atoms 1 to 6: number 1, Ni, carries 0.053; number 2, N, carries 0.037; number 3, C, carries -0.868; number 4, S, carries 0.698; number 5, N, carries -0.018; number 6, N, carries -0.095

A molecular structure, C15H27AsClN4O2PdSbSe4. Source: the Open Molecules 2025 dataset; level of theory: the ωB97M-V functional and the def2-TZVPD basis.

XYZ file:
```
56
Properties=species:S:1:pos:R:3:forces:R:3
Pd 0.9908 -0.7912 0.5151 -0.177 -0.592 0.393
N -0.7497 -2.1201 1.1249 -0.060 -0.009 0.033
C -1.4307 -1.1204 1.9636 0.062 0.229 0.123
C -2.0857 -1.6167 3.2664 -0.066 0.051 -0.013
C -1.1135 -1.4812 4.4432 0.048 0.039 -0.004
C -1.0224 -0.0298 4.9436 0.022 -0.041 -0.045
N -0.8799 0.9697 3.8965 -0.160 0.192 0.175
C 0.2157 1.6541 3.5494 0.110 -0.142 -0.007
N 1.3798 1.4863 4.1889 0.064 -0.060 -0.022
N 0.0938 2.5604 2.5849 0.015 0.085 -0.098
C -2.4335 -0.3029 1.1319 -0.114 -0.068 0.100
O -3.3327 -0.9548 0.5636 0.137 0.014 -0.170
O -2.2705 0.9476 1.1573 -0.085 0.065 0.149
H -1.4399 -2.6115 0.5637 0.021 0.059 -0.068
H -0.2226 -2.7723 1.7003 -0.012 -0.008 0.003
H -0.6463 -0.4473 2.2704 0.071 0.035 -0.098
H -2.4651 -2.6344 3.1455 0.109 -0.040 0.010
H -2.9692 -0.9967 3.4639 -0.048 -0.071 -0.026
H -0.1227 -1.8194 4.1338 -0.007 -0.032 0.015
H -1.4266 -2.0958 5.2930 -0.029 0.015 0.000
H -0.2001 0.0906 5.6488 0.013 -0.010 -0.011
H -1.9431 0.2165 5.4825 0.006 -0.007 0.010
H -1.6648 1.1060 3.2669 0.029 -0.067 -0.118
H 1.6332 0.5336 4.4227 0.024 0.006 0.008
H 2.1758 2.0031 3.8043 -0.013 0.086 -0.007
H -0.6890 2.4332 1.9529 -0.020 -0.028 0.001
H 0.9630 2.9414 2.1969 0.068 -0.002 -0.005
C -0.3997 1.7111 -1.8551 -0.013 -0.020 0.048
As 0.2135 -0.0945 -1.5402 -0.397 -0.155 -0.317
C -1.3587 -1.0954 -2.1089 0.043 -0.004 -0.052
C 1.4711 -0.4491 -3.0113 0.011 0.066 0.008
C 0.8390 -0.4125 -4.3633 0.005 0.017 -0.003
C 0.3971 -1.5794 -4.9852 -0.005 0.003 0.002
C -0.2330 -1.5392 -6.2202 0.002 -0.003 0.001
C -0.4354 -0.3253 -6.8618 -0.001 0.002 0.000
C 0.0055 0.8444 -6.2573 0.000 -0.002 -0.002
C 0.6369 0.7998 -5.0236 0.010 0.002 -0.002
H -1.0616 1.7161 -2.7211 0.023 0.029 -0.020
H 0.4518 2.3710 -1.9992 0.004 0.006 0.050
H -0.9507 2.0036 -0.9620 -0.031 0.008 -0.012
H -1.6890 -0.7574 -3.0917 0.015 -0.007 -0.006
H -2.1526 -0.9480 -1.3756 -0.004 -0.001 0.001
H -1.1068 -2.1557 -2.1567 -0.008 -0.004 0.008
H 1.9119 -1.4198 -2.7853 -0.013 -0.013 -0.026
H 2.2526 0.3010 -2.8889 0.011 -0.012 0.020
H 0.5479 -2.5298 -4.4862 0.000 -0.001 -0.001
H -0.5691 -2.4599 -6.6820 0.000 0.001 0.001
H -0.9299 -0.2909 -7.8247 0.002 0.000 0.000
H -0.1408 1.7980 -6.7500 0.001 0.000 0.001
H 0.9838 1.7153 -4.5593 0.001 0.000 0.000
Cl 1.8739 -1.7178 2.5520 0.035 0.072 -0.071
Se 3.3256 3.9334 2.2999 -0.098 -0.044 0.038
Sb 4.4121 1.8434 1.5726 0.033 -0.013 0.116
Se 6.1188 2.1113 -0.1249 -0.008 0.009 0.016
Se 4.8684 0.4112 3.4700 -0.021 0.035 -0.009
Se 2.3735 1.0673 0.0652 0.395 0.331 -0.119
```
Positions in Å, forces in eV/Å.

Calculated values
Net charge = -2
LUMO = 4.0 eV

Atomic partial charges in e from the natural (NBO) method, atoms 1 to 6: number 1, Pd, carries 0.385; number 2, N, carries -0.843; number 3, C, carries -0.194; number 4, C, carries -0.415; number 5, C, carries -0.436; number 6, C, carries -0.207

C7H12O in the gas phase in a non-equilibrium geometry. Source: the Open Molecules 2025 dataset; level of theory: the ωB97M-V functional and the def2-TZVPD basis.

XYZ file:
```
20
Properties=species:S:1:pos:R:3:forces:R:3
C 2.3244 -1.8616 1.7416 1.234 2.755 2.316
C 1.5469 -2.0681 0.5401 -3.724 0.767 -2.944
C 0.2866 -1.4784 0.3818 3.876 -2.416 3.441
C -0.5893 -1.2911 -0.6984 -3.988 0.094 -4.219
C -0.2624 0.0609 -1.3004 0.458 3.036 -3.932
C -0.3015 1.3221 -0.4243 0.478 -1.751 3.296
C -1.5283 2.1563 -0.4194 -1.650 1.184 -2.656
O -1.7744 3.1983 0.1221 0.995 0.261 1.396
H 3.3094 -1.3684 1.6441 -0.049 -0.380 -1.037
H 1.8785 -0.9908 2.3298 -0.088 -1.522 -0.270
H 2.6048 -2.6647 2.4082 -0.620 -0.656 0.042
H 1.9202 -2.6200 -0.3559 0.028 0.402 0.914
H -0.1390 -1.0439 1.2593 0.264 0.461 0.917
H -0.5541 -1.9936 -1.5500 0.576 -0.100 0.451
H -1.7834 -1.3029 -0.5352 2.672 0.064 0.559
H 0.8080 0.1773 -1.7640 -1.734 -1.259 0.926
H -0.8930 0.3939 -2.2964 0.972 -1.298 2.344
H 0.6675 1.7551 -0.5621 0.025 1.558 -0.439
H -0.1278 1.0825 0.7003 -0.548 -0.027 -1.499
H -2.3536 1.9485 -1.1808 0.823 -1.171 0.395
```
Positions in Å, forces in eV/Å.

Calculated values
LUMO = 1.0 eV
Structure (SMILES) = C/C=C/CCCC=O

Atomic partial charges in e from the natural (NBO) method, atoms 1 to 6: number 1, C, carries -0.664; number 2, C, carries -0.178; number 3, C, carries -0.189; number 4, C, carries -0.471; number 5, C, carries -0.369; number 6, C, carries -0.567

A molecular structure, C24H10Cl7HfN4O2SbSe4 in a non-equilibrium geometry. Source: the Open Molecules 2025 dataset; level of theory: the ωB97M-V functional and the def2-TZVPD basis.

XYZ file:
```
53
Properties=species:S:1:pos:R:3:forces:R:3
Hf 0.4569 -0.1333 0.3416 0.231 -1.178 -0.116
Cl -1.3782 5.2965 -3.4247 0.005 0.002 0.001
C -1.5211 3.8598 -2.4515 -0.039 -0.025 0.024
C -0.5087 2.9119 -2.5230 0.016 -0.019 -0.143
C -0.5925 1.7540 -1.7644 -0.096 0.041 0.177
N 0.3707 0.7360 -1.6662 0.277 0.443 -0.163
C 1.3233 0.5503 -2.6031 -0.158 -0.113 -0.028
O 1.5392 1.2088 -3.6141 0.108 -0.018 0.042
C 2.1211 -0.7010 -2.3168 -0.077 0.027 -0.070
C 3.2518 -1.0008 -3.0472 -0.029 -0.015 0.006
C 3.9409 -2.1693 -2.7498 -0.030 0.009 -0.027
C 3.4462 -3.0059 -1.7674 -0.006 -0.056 -0.029
C 2.3058 -2.6225 -1.0805 -0.123 -0.125 -0.059
N 1.6579 -1.4880 -1.3350 0.158 0.261 0.171
C -1.7094 1.5572 -0.9207 0.257 0.196 0.010
C -2.7060 2.5132 -0.8521 -0.146 -0.047 -0.022
C -2.6120 3.6658 -1.6204 0.039 -0.017 -0.038
Cl -3.8841 4.8476 -1.5074 -0.008 0.003 -0.001
N -1.6290 0.3932 -0.1464 -0.214 0.158 -0.042
C -2.7211 -0.3618 0.0589 0.065 0.050 -0.009
O -3.8914 -0.0838 -0.1772 -0.054 -0.024 0.058
C -2.3514 -1.7317 0.5611 0.038 -0.011 0.031
C -3.3322 -2.6156 0.9534 0.006 -0.056 -0.019
C -2.9628 -3.9011 1.3314 -0.034 0.031 -0.022
C -1.6306 -4.2529 1.2755 0.049 -0.022 0.032
C -0.7061 -3.2935 0.8911 0.010 -0.078 -0.141
N -1.0421 -2.0510 0.5464 -0.161 0.304 0.258
H 0.3382 3.0734 -3.1696 0.002 0.012 0.020
H 3.5633 -0.3084 -3.8159 0.010 0.001 -0.002
H 4.8453 -2.4248 -3.2890 -0.003 0.003 0.002
H 3.9062 -3.9489 -1.5006 0.009 0.051 -0.009
H 1.9161 -3.2679 -0.3075 0.062 0.030 0.040
H -3.5587 2.3556 -0.2096 0.016 0.021 0.005
H -4.3566 -2.2717 0.9395 -0.003 -0.009 0.004
H -3.7070 -4.6168 1.6580 -0.011 0.010 0.000
H -1.2609 -5.2307 1.5514 0.003 0.009 0.006
H 0.3364 -3.5608 0.8441 0.085 0.000 0.103
Cl -1.1737 0.5538 3.1264 -0.029 -0.058 -0.069
C -0.3734 2.0148 2.5965 -0.033 -0.018 -0.014
C 0.3863 1.9427 1.4384 -0.005 0.141 -0.030
C 1.0308 3.1270 1.0828 -0.033 0.026 0.018
Cl 2.0739 3.1584 -0.3076 -0.004 -0.014 0.006
C 0.9012 4.3087 1.8097 -0.016 0.006 0.010
Cl 1.7004 5.7588 1.3120 0.001 -0.005 0.002
C 0.1166 4.3259 2.9607 0.011 0.006 -0.010
Cl -0.0548 5.7780 3.8816 -0.001 0.001 0.000
C -0.5233 3.1624 3.3680 -0.022 -0.010 0.006
Cl -1.4883 3.1586 4.8009 0.002 0.003 0.000
Se 2.0323 -5.8157 0.6444 -0.016 -0.093 -0.007
Sb 2.5274 -4.7216 2.7622 0.308 -0.029 -0.103
Se 3.1040 0.1068 1.1000 -0.066 0.252 -0.231
Se 1.8311 -1.5854 2.0990 -0.128 -0.061 0.307
Se 0.6522 -4.9541 4.2325 -0.220 0.004 0.064
```
Positions in Å, forces in eV/Å.

Calculated values
Net charge = -2
LUMO = 3.8 eV

Atomic partial charges in e from the natural (NBO) method, atoms 1 to 6: number 1, Hf, carries 1.763; number 2, Cl, carries -0.021; number 3, C, carries -0.078; number 4, C, carries -0.258; number 5, C, carries 0.221; number 6, N, carries -0.805

For reference, calculated total energy by record: -6249.5612 -13627.3683 -349.0433 -14405.8458 Ha.
For reference, energy relative to the best compared isomer or geometry (same formula, charge and spin) by record: 15.7 106.2 276.7 12.5 kJ/mol.